No. 1
A structure of composition C18H22BN3O11P2Sc. Source: OMol25; level of theory: ωB97M-V with the def2-TZVPD basis set.

```
58
Properties=species:S:1:pos:R:3:forces:R:3:lowdin_charge:R:1
Sc 1.10045 0.75587 0.58173 -0.006 -0.385 -0.039 0.994
O -0.31792 -3.32781 0.99998 0.009 0.042 -0.027 0.079
C 0.30230 -2.29037 0.85137 0.135 -0.109 0.066 -0.436
N 0.16545 -1.09392 1.48730 0.006 -0.028 0.093 0.060
C -0.59858 -0.99793 2.61022 -0.257 0.114 -0.108 -0.419
O -1.11461 -1.87113 3.28139 0.077 0.004 0.024 0.084
C -0.80608 0.45172 3.03331 0.018 -0.059 0.108 -0.151
C -1.56581 0.74462 4.15456 0.041 -0.032 -0.059 0.012
C -1.74142 2.06976 4.51036 -0.031 -0.015 0.031 -0.049
C -1.15674 3.06395 3.74196 0.088 0.005 -0.134 -0.041
C -0.40711 2.69121 2.63916 -0.082 0.038 0.113 -0.085
N -0.24131 1.41184 2.29837 0.092 0.115 -0.132 0.053
C 1.40155 -2.24906 -0.19802 -0.051 -0.034 -0.087 -0.169
C 1.79769 -3.40670 -0.84816 -0.021 0.050 0.004 0.009
C 2.79937 -3.32153 -1.79922 0.005 -0.034 -0.005 -0.052
C 3.36875 -2.08885 -2.07869 -0.017 0.126 0.034 -0.043
C 2.90794 -0.97700 -1.39332 0.015 -0.141 -0.058 -0.078
N 1.94821 -1.06578 -0.47521 0.112 0.126 0.000 0.037
H -1.99037 -0.07898 4.70972 -0.007 0.002 0.001 0.118
H -2.32942 2.32823 5.38218 0.000 -0.001 0.002 0.106
H -1.26555 4.11155 3.98372 -0.005 -0.003 0.017 0.107
H 0.08459 3.42666 2.01339 -0.007 0.008 0.013 0.120
H 1.30611 -4.33424 -0.59314 -0.007 0.001 0.015 0.120
H 3.13512 -4.20836 -2.32190 -0.002 -0.007 0.001 0.105
H 4.15365 -1.97866 -2.81355 -0.002 -0.015 -0.007 0.104
H 3.30717 0.01366 -1.57807 0.011 -0.005 0.004 0.128
O 4.44729 2.91446 0.29533 0.054 0.140 -0.122 -0.130
P 2.96029 3.37945 0.63966 -0.160 -0.194 -0.262 0.201
O 2.71217 4.81564 0.50346 0.033 0.043 0.059 -0.275
O 2.01181 2.43205 -0.12136 0.070 -0.020 0.143 -0.377
O 2.80502 2.90534 2.18872 -0.003 0.293 0.302 -0.282
P 3.41812 1.51391 2.75716 -0.137 -0.108 -0.153 0.193
O 2.78148 1.48440 4.22600 -0.049 -0.069 0.090 -0.108
O 4.89579 1.61403 2.78619 0.049 -0.023 -0.051 -0.286
O 2.73323 0.42452 1.96661 -0.081 0.091 0.004 -0.328
H 4.91740 2.53836 1.06572 0.022 -0.063 0.082 0.041
H 3.40280 1.82920 4.87424 0.074 0.044 -0.018 0.076
C -3.86016 -1.12600 -1.42437 -0.027 0.017 -0.008 -0.014
C -2.77948 -0.18180 -1.92986 -0.092 -0.018 0.011 -0.496
C -3.42700 1.02675 -2.59904 -0.003 0.027 -0.059 -0.022
O -2.04665 0.30569 -0.79604 -0.016 -0.023 0.090 0.028
B -0.67711 0.34502 -1.07221 0.050 0.119 0.024 -0.481
O -0.47048 -0.23094 -2.33440 0.043 0.024 -0.012 0.024
C -1.67644 -0.85968 -2.79727 0.018 -0.017 -0.088 -0.491
C -1.79569 -0.61634 -4.29447 -0.028 -0.003 -0.003 -0.019
C -1.52783 -2.35566 -2.53548 0.001 -0.031 0.052 -0.010
H -4.55970 -0.56438 -0.80390 -0.001 0.003 0.010 0.087
H -3.43647 -1.92238 -0.81629 0.011 -0.003 0.011 0.086
H -4.42135 -1.57120 -2.24987 0.017 0.006 -0.034 0.089
H -4.08091 1.51778 -1.87770 0.012 -0.006 0.024 0.088
H -4.02460 0.74032 -3.46729 -0.007 -0.015 0.005 0.084
H -2.67466 1.74950 -2.91455 0.035 -0.011 0.005 0.094
H -1.77081 0.44630 -4.52697 0.010 0.009 0.004 0.081
H -2.71884 -1.04136 -4.69662 -0.019 -0.015 0.030 0.089
H -0.95492 -1.09267 -4.80024 0.013 -0.006 0.004 0.086
H -1.39992 -2.56471 -1.47270 0.002 0.017 0.011 0.083
H -0.63721 -2.71123 -3.05662 0.010 0.010 0.001 0.089
H -2.38861 -2.92315 -2.89530 -0.014 0.016 -0.024 0.088
```
Positions in Å, forces in eV/Å.

Calculated values
Maximum force (eV/A): 0.4
Kohn-Sham gap (eV): 7.06
Net charge: -1
ΔE to the lowest compared entry with this formula, charge and spin (eV): 0.358
E_LUMO (eV): 2.2692



No. 2
The ion CH7ClN2P with charge +1 in a non-equilibrium geometry. Source: OMol25; level of theory: ωB97M-V with the def2-TZVPD basis set.

```
12
Properties=species:S:1:pos:R:3:forces:R:3:lowdin_charge:R:1
C 0.52146 1.49480 -0.05104 -0.427 -3.264 -2.720 -0.103
N -0.10920 -0.77491 1.46882 0.533 -2.177 0.623 0.097
N -0.09253 -1.24430 -1.17841 0.530 0.815 -0.424 -0.117
P -0.45078 -0.15172 -0.01767 4.579 0.784 -2.006 0.167
Cl -2.32838 0.21605 -0.12666 -5.983 1.157 -0.637 0.444
H 1.19885 1.10504 -0.86422 -0.068 1.646 0.822 0.068
H 0.93716 1.65730 0.87903 1.349 0.243 1.769 0.017
H -0.13430 2.30272 -0.29994 -0.545 0.373 -0.487 0.049
H 0.34914 -1.68425 1.52236 0.143 -0.661 0.292 0.115
H 0.22190 -0.13681 2.13120 0.472 1.382 1.865 0.079
H -0.89238 -1.64352 -1.70742 0.547 0.070 0.197 0.079
H 0.77906 -1.14039 -1.75604 -1.130 -0.368 0.705 0.104
```
Positions in Å, forces in eV/Å.

Calculated values
Maximum force (eV/A): 6.1
Kohn-Sham gap (spin up / spin down) (eV): 4.94 / 6.40
Net charge: +1
2S+1: 3
E_LUMO (spin up / spin down) (eV): -3.3078 / -9.5193



No. 3
A cluster of 12 separate species, C4H33N2O12 in total in a non-equilibrium geometry. Source: OMol25; level of theory: ωB97M-V with the def2-TZVPD basis set.

```
51
Properties=species:S:1:pos:R:3:forces:R:3:lowdin_charge:R:1
N -0.81955 1.47626 -0.26297 0.586 1.841 -2.336 0.203
C 0.47409 0.79556 -0.71045 0.071 1.232 -1.853 -0.239
C 0.33174 -0.68878 -0.61524 1.480 -3.714 1.756 -0.068
C 0.91903 1.17890 -2.23396 -0.972 -0.736 -2.141 -0.383
N 2.23917 1.29195 -2.59348 0.184 0.796 3.990 0.058
C 3.20636 1.26666 -1.44528 2.919 -4.052 -2.949 -0.075
O 0.09767 1.15963 -3.15330 -0.267 0.078 1.391 0.033
H -0.79695 2.59857 -0.19749 -0.284 -3.136 -1.131 0.221
H -1.52662 1.06586 -0.92909 0.323 1.266 0.671 0.135
H -1.06940 1.23278 0.66139 -0.186 -0.934 1.484 0.071
H 1.22670 1.17777 -0.08405 0.527 0.269 1.105 0.073
H 1.38452 -1.23408 -0.47466 -1.971 1.567 -0.343 0.129
H -0.15462 -0.94136 0.44835 0.770 0.368 -2.356 0.113
H -0.13694 -1.32096 -1.46708 0.423 1.753 1.531 0.102
H 2.57604 0.99700 -3.51231 -0.642 0.387 0.500 0.158
H 2.85383 1.18904 -0.45795 -0.978 -0.206 0.481 0.016
H 4.02644 1.97200 -1.33344 -0.370 0.697 -1.058 0.072
H 3.78286 0.23882 -1.68976 -0.863 2.101 1.097 0.136
H -0.67273 1.88179 3.22605 1.893 1.828 -1.396 0.096
H 0.39778 3.13251 2.80241 -0.823 -1.055 0.319 0.079
O -0.13700 2.36586 2.49590 -1.225 -0.830 0.843 -0.091
H -3.31435 -0.19495 2.45191 1.523 -0.760 -2.063 0.085
H -1.71929 -0.35217 2.51249 -2.299 -0.963 -2.360 0.048
O -2.57158 -0.47190 1.79577 0.761 1.609 3.845 -0.196
H -1.39736 3.30718 -2.65974 -0.214 0.273 0.538 0.065
H -2.48690 2.45283 -2.22288 -2.035 -2.365 -0.792 -0.082
O -2.02099 3.17971 -1.92030 2.395 3.192 0.426 -0.047
H -0.28990 -3.63745 3.66448 0.846 1.088 -0.582 0.093
H -0.05503 -3.53347 2.15719 1.009 1.890 1.830 0.106
O 0.14843 -3.00129 3.02936 -1.479 -3.278 -1.274 -0.100
H -1.40821 -0.80859 4.31907 0.627 0.278 -0.356 0.105
H -0.21061 -1.43404 3.60684 -0.064 -0.331 -0.641 0.013
O -0.71841 -0.60290 3.65112 -0.859 0.471 1.286 -0.064
H 3.11387 2.43630 1.73510 1.291 -1.870 3.875 -0.014
H 3.69838 3.16513 0.53041 2.512 0.948 -0.737 0.015
O 2.95792 2.83362 0.94953 -3.952 1.059 -2.642 0.026
H 1.16732 0.57770 2.41101 -3.458 0.527 -2.301 -0.078
H 1.77968 -0.40729 3.40390 0.160 1.270 -0.731 0.067
O 1.87000 0.47092 2.95749 3.771 -1.683 3.029 -0.024
H 0.16055 -3.73409 -0.67184 -2.552 -0.061 -2.569 -0.053
H 1.49458 -4.24704 -0.41598 2.164 -1.882 -0.989 0.019
O 0.85447 -3.68585 -0.08844 0.464 1.947 3.799 0.012
H -2.07202 -1.43235 -0.16410 0.001 -0.591 -1.245 0.030
H -3.02061 -0.78696 -0.96089 -1.923 1.213 -0.342 -0.001
O -2.34538 -1.40838 -1.12469 1.090 -0.612 1.793 -0.069
H -1.44214 -4.45539 -2.06837 0.442 0.579 -0.959 0.081
H -0.66962 -3.73448 -3.28820 -0.366 -0.351 -0.330 0.056
O -0.75661 -3.81234 -2.34176 -0.239 -0.346 1.192 -0.046
H -2.43088 1.08623 -3.80356 -1.164 -0.293 1.771 0.117
H -3.50044 0.29071 -2.94006 -0.322 -0.700 -0.288 0.049
O -3.01727 1.10485 -2.97847 1.275 0.222 -1.784 -0.051
```
Positions in Å, forces in eV/Å.

Calculated values
Maximum force (eV/A): 5.8
Kohn-Sham gap (eV): 9.96
Net charge: +1
ΔE to the lowest compared entry with this formula, charge and spin (eV): 5.298
E_LUMO (eV): -2.5486